Entry from the Open Molecules 2025 dataset: a single CH4N2 molecule in a non-equilibrium geometry (ωB97M-V/def2-TZVPD).

The value obtained for the HOMO energy is -0.3192 Ha. The SMILES is C=NN. The frontier orbital gap comes out at 9.83 eV. As for the charge: 0.

Each atom is followed by the atoms it is bonded to, with distances in Å.
Element x y z (Å)
1 C -0.64 -0.52 0.76  H4 1.138, H5 1.066, N7 1.317
2 H 0.62 1.42 -1.33  N6 1.067
3 H 1.62 -0.01 -0.70  N6 1.161
4 H -1.69 -0.63 1.19  C1 1.138
5 H 0.13 -0.84 1.42  C1 1.066
6 N 0.57 0.41 -0.98  H2 1.067, H3 1.161, N7 1.355
7 N -0.61 0.17 -0.36  C1 1.317, N6 1.355


Entry from the Open Molecules 2025 dataset: 2 unconnected molecules or ions with the total composition C23H31FN4O5S in a non-equilibrium geometry (ωB97M-V/def2-TZVPD).

The value obtained for the HOMO energy is -0.3484 Ha. The SMILES is NS(=O)(=O)c1ccc(C(=O)NCc2ccc(F)cc2)cc1.CC[C@H](C)[C@H](NC(C)=O)C(=O)NC. The frontier orbital gap comes out at 9.19 eV. As for the charge: 0.

Each atom is followed by the atoms it is bonded to, with distances in Å.
Element x y z (Å)
1 O 2.68 -1.58 -1.60  C7 1.225
2 O -3.58 -3.21 2.92  C8 1.223
3 O -2.92 -1.89 -1.37  C9 1.229
4 O -2.77 1.96 -5.07  S34 1.462
5 O -1.07 3.59 -5.79  S34 1.463
6 F 7.23 3.19 3.60  C18 1.353
7 C 2.68 -0.35 -1.62  O1 1.225, C19 1.478, N23 1.385
8 C -4.42 -2.33 2.81  O2 1.223, N24 1.337, C26 1.511
9 C -3.05 -2.18 -0.18  O3 1.229, N22 1.336, C33 1.547
10 C 5.57 1.49 3.33  C14 1.401, C18 1.398, H35 1.085
11 C 6.68 2.43 1.40  C15 1.401, C18 1.397, H36 1.085
12 C 1.81 1.78 -2.64  C16 1.398, C19 1.410, H37 1.086
13 C 0.53 -0.26 -2.90  C17 1.397, C19 1.409, H38 1.088
14 C 4.85 0.63 2.50  C10 1.401, C20 1.405, H39 1.086
15 C 5.96 1.57 0.57  C11 1.401, C20 1.404, H40 1.087
16 C 0.82 2.48 -3.33  C12 1.398, C21 1.400, H41 1.089
17 C -0.46 0.44 -3.59  C13 1.397, C21 1.402, H42 1.090
18 C 6.50 2.39 2.79  F6 1.353, C10 1.398, C11 1.397
19 C 1.67 0.39 -2.40  C7 1.478, C12 1.410, C13 1.409
20 C 5.04 0.65 1.11  C14 1.405, C15 1.404, C28 1.510
21 C -0.32 1.82 -3.81  C16 1.400, C17 1.402, S34 1.814
22 N -2.95 -3.45 0.25  C9 1.336, C27 1.461, H43 1.015
23 N 3.58 0.32 -0.81  C7 1.385, C28 1.454, H44 1.014
24 N -4.39 -1.35 1.89  C8 1.337, C33 1.485, H45 1.007
25 N -2.17 3.81 -3.59  S34 1.656, H46 1.009, H47 1.010
26 C -5.61 -2.30 3.74  C8 1.511, H48 1.090, H49 1.089, H50 1.089
27 C -2.63 -4.59 -0.60  N22 1.461, H51 1.091, H52 1.091, H53 1.092
28 C 4.35 -0.36 0.22  C20 1.510, N23 1.454, H54 1.096, H55 1.096
29 C -0.34 1.37 0.62  C31 1.534, H56 1.090, H57 1.090, H58 1.089
30 C -1.25 -1.17 2.28  C32 1.540, H59 1.089, H60 1.088, H61 1.090
31 C -1.32 0.28 0.20  C29 1.534, C32 1.547, H62 1.091, H63 1.091
32 C -2.15 -0.31 1.37  C30 1.540, C31 1.547, C33 1.553, H64 1.092
33 C -3.40 -1.06 0.82  C9 1.547, N24 1.485, C32 1.553, H65 1.090
34 S -1.59 2.75 -4.72  O4 1.462, O5 1.463, C21 1.814, N25 1.656
35 H 5.43 1.47 4.41  C10 1.085
36 H 7.40 3.13 0.98  C11 1.085
37 H 2.68 2.32 -2.29  C12 1.086
38 H 0.40 -1.33 -2.74  C13 1.088
39 H 4.15 -0.07 2.94  C14 1.086
40 H 6.14 1.59 -0.51  C15 1.087
41 H 0.94 3.55 -3.51  C16 1.089
42 H -1.34 -0.09 -3.96  C17 1.090
43 H -3.06 -3.61 1.24  N22 1.015
44 H 3.44 1.32 -0.71  N23 1.014
45 H -5.17 -0.72 1.93  N24 1.007
46 H -2.84 3.29 -3.05  N25 1.009
47 H -2.62 4.53 -4.13  N25 1.010
48 H -5.53 -3.14 4.44  C26 1.090
49 H -5.61 -1.37 4.30  C26 1.089
50 H -6.52 -2.40 3.17  C26 1.089
51 H -2.76 -5.52 -0.04  C27 1.091
52 H -1.60 -4.52 -0.95  C27 1.091
53 H -3.30 -4.60 -1.47  C27 1.092
54 H 5.10 -1.00 -0.25  C28 1.096
55 H 3.69 -0.99 0.82  C28 1.096
56 H 0.48 0.95 1.20  C29 1.090
57 H -0.85 2.14 1.20  C29 1.090
58 H 0.08 1.83 -0.28  C29 1.089
59 H -0.38 -0.60 2.60  C30 1.089
60 H -1.79 -1.46 3.18  C30 1.088
61 H -0.92 -2.06 1.75  C30 1.090
62 H -2.01 0.72 -0.53  C31 1.091
63 H -0.77 -0.52 -0.30  C31 1.091
64 H -2.52 0.53 1.96  C32 1.092
65 H -3.91 -0.32 0.20  C33 1.090